{"formula": "C3H36N2O15", "method": "wB97M-V/def2-TZVPD", "de_lowest_kcal_mol": 0.0, "homo_ev": -9.903, "lumo_ev": 0.188, "e_tot_ha": -1374.1310, "homo_lumo_gap_ev": 10.09, "charge": 0, "symbols": ["N", "C", "C", "C", "N", "O", "H", "H", "H", "H", "H", "H", "H", "H", "H", "H", "O", "H", "H", "O", "H", "H", "O", "H", "H", "O", "H", "H", "O", "H", "H", "O", "H", "H", "O", "H", "H", "O", "H", "H", "O", "H", "H", "O", "H", "H", "O", "H", "H", "O", "H", "H", "O", "H", "H", "O"], "coordinates": [[0.38220, -2.96616, -0.29711], [0.12114, -1.67694, 0.35065], [0.82162, -0.57532, -0.45013], [0.64250, -1.64397, 1.77013], [1.75597, -2.32797, 2.08663], [0.01263, -1.06454, 2.66222], [-0.13397, -2.96908, -1.18676], [0.02998, -3.72903, 0.27163], [-0.95658, -1.44297, 0.38008], [0.52981, -0.64625, -1.49687], [1.89550, -0.67962, -0.36182], [0.49404, 0.41593, -0.14346], [2.16644, -2.16870, 2.99371], [2.42979, -2.55935, 1.36790], [1.80811, 3.00576, -2.36265], [2.31623, 1.62690, -2.80594], [1.92220, 2.44127, -3.15929], [3.29625, -3.54193, -1.80892], [2.04769, -2.87799, -1.11534], [2.96835, -2.71325, -1.44280], [-3.97442, 0.50588, -1.37504], [-3.44719, -0.40179, -0.30068], [-3.15756, 0.35284, -0.88430], [-1.62015, -1.76280, 2.72921], [-1.76716, -3.21109, 2.30621], [-2.30449, -2.42003, 2.50902], [-1.04074, 2.55996, -3.07128], [0.27924, 2.11365, -3.73034], [-0.69427, 1.97508, -3.75823], [3.93390, -1.97176, -0.17623], [4.04208, -0.68249, 0.67874], [4.27285, -1.61942, 0.67256], [-0.39567, -4.72813, 3.08029], [0.48557, -3.98924, 2.07399], [-0.37705, -4.41801, 2.16662], [-1.47107, 4.95590, -1.53772], [-0.18061, 4.19375, -1.14045], [-1.12323, 4.07174, -1.38363], [-4.81942, -1.34758, 1.37078], [-3.48305, -1.98941, 1.36820], [-4.13984, -1.60272, 0.73184], [0.93692, 2.78803, 1.81032], [2.22252, 3.63790, 2.14259], [1.84696, 3.06263, 1.47006], [-2.64623, 1.79068, 0.05849], [-1.91241, 3.13080, -0.17959], [-2.36760, 2.61894, 0.52239], [-1.26795, 2.49455, 1.83816], [-0.44141, 1.44444, 2.61535], [-0.50988, 2.40389, 2.47470], [1.90723, 4.92891, -1.02984], [1.57187, 3.69627, -0.07064], [1.48619, 4.06610, -0.99634], [-1.09025, 0.28994, -3.29595], [-1.98210, -0.30742, -2.12743], [-1.32146, -0.53679, -2.81370]], "atomic_forces_ev_per_a": [[-0.1, 0.0, -0.5], [-0.1, 0.4, -0.4], [-0.3, 0.1, -0.2], [-1.0, 0.4, 1.0], [0.6, -0.5, -0.5], [0.4, 0.2, -0.4], [0.2, -0.1, 0.4], [-0.2, 0.0, -0.4], [0.4, -0.1, 0.3], [0.0, -0.2, 0.0], [0.2, 0.1, 0.0], [0.1, 0.1, 0.3], [-0.2, 0.2, 0.1], [0.1, 0.1, -0.1], [0.0, -0.1, -0.4], [-0.1, 0.3, -0.3], [0.4, -0.3, 0.5], [-0.1, 0.1, 0.0], [0.3, -0.2, 0.0], [-0.1, -0.1, -0.1], [0.1, 0.3, -0.2], [0.2, 0.3, 0.0], [-0.6, -0.6, 0.3], [-0.1, 0.1, -0.1], [-0.3, 0.2, 0.1], [0.0, -0.4, 0.0], [0.1, 0.0, 0.0], [-0.4, 0.0, 0.1], [0.1, 0.1, -0.2], [0.1, 0.1, 0.0], [0.1, -0.1, 0.0], [-0.1, 0.1, 0.1], [0.0, -0.1, -0.1], [0.2, 0.0, 0.3], [0.0, -0.3, 0.2], [-0.1, -0.1, 0.0], [0.0, -0.1, -0.2], [-0.1, 0.2, -0.2], [-0.2, 0.2, -0.4], [0.2, 0.1, -0.4], [0.0, -0.2, 0.8], [0.4, 0.2, 0.1], [-0.1, 0.0, 0.0], [-0.5, -0.2, -0.2], [0.1, 0.5, 0.4], [-0.2, 0.0, 0.2], [-0.1, -0.5, -0.4], [0.1, 0.0, 0.0], [0.0, 0.2, 0.1], [-0.1, -0.5, -0.1], [0.2, 0.0, 0.2], [0.4, 0.3, -0.1], [-0.1, -0.1, 0.3], [-0.3, -0.2, 0.5], [0.4, 0.2, -0.6], [-0.1, -0.2, 0.1]], "mulliken_charge": [-0.64, 2.21, -1.66, -0.48, -0.35, -0.81, 0.31, 0.29, -0.32, 0.47, 0.12, 0.34, 0.27, 0.23, 0.45, 0.32, -0.78, 0.28, 0.48, -0.69, 0.27, 0.41, -0.81, 0.35, 0.41, -0.76, 0.33, 0.46, -0.75, 0.40, 0.32, -0.68, 0.31, 0.30, -0.76, 0.30, 0.44, -0.74, 0.33, 0.43, -0.74, 0.47, 0.29, -0.73, 0.47, 0.46, -0.85, 0.49, 0.31, -0.79, 0.28, 0.41, -0.83, 0.44, 0.39, -0.70]}

***

{"formula": "C23H32N4O2RbS2", "method": "wB97M-V/def2-TZVPD", "de_lowest_kcal_mol": 0.8, "homo_ev": -3.899, "lumo_ev": 2.190, "e_tot_ha": -2085.6702, "homo_lumo_gap_ev": 6.09, "charge": -1, "symbols": ["Rb", "N", "C", "S", "N", "N", "C", "C", "C", "C", "C", "C", "N", "H", "H", "H", "H", "H", "H", "H", "C", "C", "C", "C", "C", "C", "C", "C", "C", "C", "C", "C", "O", "H", "H", "H", "H", "H", "H", "H", "H", "H", "H", "H", "H", "H", "H", "H", "H", "H", "O", "S", "C", "C", "C", "C", "H", "H", "H", "H", "H", "H", "H", "H"], "coordinates": [[-1.75033, -0.11703, -0.01428], [-6.85437, -0.57058, 0.85915], [-5.72135, 0.08373, 0.40213], [-5.03281, -0.49446, -1.06474], [-5.39714, 1.11864, 1.15742], [-4.16484, 1.64325, 0.86924], [-4.03721, 2.88143, 1.14377], [-2.74543, 3.58814, 0.99748], [-2.70527, 4.96789, 1.20318], [-1.50130, 5.63634, 1.07375], [-0.36257, 4.91739, 0.74757], [-0.49228, 3.54636, 0.56859], [-1.64371, 2.89593, 0.68855], [-7.36495, -1.06443, 0.14860], [-7.39728, -0.03769, 1.52143], [-4.89345, 3.45658, 1.50335], [-3.61412, 5.49676, 1.46015], [-1.45132, 6.70791, 1.22719], [0.60285, 5.39136, 0.63741], [0.37236, 2.93556, 0.32424], [1.05927, 0.99136, 2.74092], [2.13590, -0.05814, 2.44875], [1.52382, -1.45742, 2.53631], [2.85886, 0.22931, 1.14905], [4.21572, 0.51741, 1.18347], [4.93550, 0.85736, 0.04498], [4.24668, 0.92974, -1.16030], [2.89139, 0.65526, -1.25503], [2.19628, 0.81580, -2.59108], [1.15884, 1.93953, -2.57383], [1.57291, -0.48238, -3.10509], [2.15028, 0.26008, -0.09377], [0.89868, -0.04978, -0.16741], [0.52610, 0.77213, 3.67028], [0.34233, 0.99071, 1.91912], [1.48750, 1.99276, 2.81897], [2.89829, 0.01130, 3.23477], [0.65720, -1.53249, 1.88160], [1.19453, -1.66332, 3.55972], [2.24340, -2.22729, 2.24659], [4.72365, 0.47764, 2.14441], [5.99492, 1.07388, 0.09736], [4.77611, 1.21907, -2.06529], [2.97662, 1.10206, -3.30792], [0.36665, 1.70946, -1.86135], [0.70638, 2.07543, -3.56059], [1.61327, 2.88693, -2.27551], [0.77823, -0.79793, -2.43003], [2.31895, -1.28022, -3.15523], [1.15251, -0.34395, -4.10599], [-1.10728, -2.52710, -0.02567], [0.27273, -3.04296, -0.37832], [0.36658, -4.68689, 0.36404], [-0.40531, -5.62310, -0.55351], [0.11061, -5.27936, -1.94821], [0.07384, -3.75349, -2.05114], [-0.02923, -4.57554, 1.37264], [1.42480, -4.95487, 0.42456], [-1.47124, -5.39787, -0.47859], [-0.26119, -6.67282, -0.29414], [-0.47010, -5.74265, -2.74657], [1.14107, -5.63140, -2.05015], [-0.91116, -3.38429, -2.34064], [0.81965, -3.32506, -2.71637]], "atomic_forces_ev_per_a": [[-0.7, 1.2, 0.0], [0.0, 0.0, 0.0], [-0.2, 0.1, 0.0], [0.1, 0.0, 0.2], [0.5, -0.1, -0.4], [-0.3, 0.0, 0.1], [0.3, 0.1, 0.0], [-0.3, -0.1, 0.1], [0.0, 0.1, 0.0], [0.0, 0.1, 0.0], [0.0, -0.1, 0.0], [0.0, 0.0, 0.0], [0.0, -0.1, 0.0], [0.0, 0.0, 0.0], [0.0, 0.0, 0.0], [0.0, 0.0, 0.0], [0.0, 0.0, 0.0], [0.0, 0.0, 0.0], [0.0, 0.0, 0.0], [0.0, 0.0, 0.0], [0.0, 0.0, -0.1], [0.0, 0.0, 0.1], [0.0, -0.1, 0.0], [0.0, 0.0, -0.1], [0.0, 0.0, 0.0], [0.0, 0.0, 0.0], [0.0, 0.0, 0.0], [0.0, 0.0, 0.1], [0.1, 0.0, -0.1], [-0.1, 0.0, 0.0], [0.0, -0.1, 0.0], [-0.1, -0.1, -0.1], [0.2, 0.2, 0.0], [0.0, 0.0, 0.0], [0.0, 0.1, 0.1], [0.0, 0.0, 0.0], [0.0, 0.0, 0.0], [0.0, 0.0, -0.1], [0.0, 0.0, 0.0], [0.0, 0.0, 0.0], [0.0, 0.0, 0.0], [0.0, 0.0, 0.0], [0.0, 0.0, 0.0], [0.0, 0.0, 0.0], [0.0, 0.0, 0.0], [0.0, 0.0, 0.0], [0.0, 0.0, 0.0], [0.0, 0.0, 0.0], [0.0, 0.0, 0.0], [0.0, 0.0, 0.0], [0.9, -1.3, -0.2], [-0.4, 0.4, 0.1], [0.0, -0.2, 0.1], [0.0, 0.0, 0.0], [0.1, 0.0, 0.0], [-0.1, -0.1, -0.1], [0.0, 0.0, 0.0], [0.0, 0.0, 0.0], [0.0, 0.0, 0.0], [0.0, 0.0, 0.0], [0.0, 0.0, 0.0], [0.0, 0.0, 0.0], [0.0, 0.0, 0.0], [0.0, 0.0, 0.0]], "mulliken_charge": [0.97, -0.47, 0.34, -0.57, -1.04, 0.68, -0.96, 0.92, -0.73, -0.20, -1.13, -0.35, 0.14, 0.21, 0.24, 0.27, 0.33, 0.40, 0.42, 0.66, -1.23, 0.42, -1.36, 0.33, -0.82, -1.08, -0.78, 0.51, 0.42, -1.40, -1.41, 0.23, -0.14, 0.43, -0.07, 0.34, 0.50, 0.05, 0.51, 0.35, 0.32, 0.33, 0.31, 0.48, 0.07, 0.47, 0.34, 0.02, 0.38, 0.46, -0.77, 0.96, -0.96, -0.61, -0.66, -0.68, 0.39, 0.39, 0.26, 0.37, 0.35, 0.26, 0.35, 0.21]}

***

{"formula": "C5H6O", "method": "wB97M-V/def2-TZVPD", "de_lowest_kcal_mol": 43.7, "homo_ev": -9.920, "lumo_ev": 0.889, "e_tot_ha": -269.2766, "homo_lumo_gap_ev": 10.81, "charge": 0, "smiles": "C#C[C@@H](C)C=O", "symbols": ["C", "C", "C", "C", "C", "O", "H", "H", "H", "H", "H", "H"], "coordinates": [[-0.68289, 2.31523, -0.35529], [-0.15716, 1.24150, -0.21817], [0.49671, -0.05405, -0.02211], [-0.06497, -0.82269, 1.18984], [0.38907, -0.96372, -1.23739], [-0.29307, -0.76791, -2.20865], [-1.15602, 3.26250, -0.49538], [1.57279, 0.10419, 0.14271], [0.06488, -0.23989, 2.10518], [-1.13193, -1.02326, 1.05118], [0.45854, -1.77791, 1.30980], [0.99823, -1.88905, -1.13917]], "atomic_forces_ev_per_a": [[0.2, -0.5, 0.0], [-0.2, 0.5, 0.0], [0.0, 0.0, 0.0], [0.0, -0.1, 0.1], [-0.2, 0.0, -0.4], [0.3, -0.1, 0.5], [0.1, -0.2, 0.0], [-0.1, 0.0, 0.0], [0.0, -0.1, -0.2], [0.2, 0.1, 0.0], [-0.1, 0.1, 0.0], [-0.1, 0.1, 0.0]], "mulliken_charge": [0.11, -0.73, 0.51, -1.31, -0.16, -0.44, 0.43, 0.23, 0.33, 0.35, 0.37, 0.33]}

***

{"formula": "C4H7IO2", "method": "wB97M-V/def2-TZVPD", "de_lowest_kcal_mol": 18.0, "homo_ev": -9.871, "lumo_ev": 0.183, "e_tot_ha": -604.7407, "homo_lumo_gap_ev": 10.05, "charge": 0, "smiles": "CC(C)(I)OC=O", "symbols": ["C", "C", "C", "I", "O", "C", "O", "H", "H", "H", "H", "H", "H", "H"], "coordinates": [[0.19449, -0.52956, -1.19029], [0.80270, 0.08856, 0.03964], [0.17183, -0.41298, 1.32882], [2.99267, 0.17208, -0.01529], [0.49687, 1.73267, 0.00688], [-0.73982, 2.11096, -0.01211], [-1.72251, 1.44722, -0.19944], [0.81679, -0.14688, -2.06272], [-0.84637, -0.14961, -1.00707], [0.38755, -1.68162, -1.01341], [-0.60501, 0.25218, 1.64403], [-0.32946, -1.36100, 1.22940], [0.88018, -0.50512, 2.09239], [-0.61740, 3.23026, 0.15130]], "atomic_forces_ev_per_a": [[1.6, -0.7, 0.7], [-0.2, 2.2, 0.2], [-0.1, 0.2, -0.7], [-0.9, -0.2, 0.2], [2.1, -3.4, 0.2], [0.1, 1.8, -0.2], [-0.5, 0.3, 0.3], [-1.5, -0.6, 0.7], [0.6, -1.0, -1.3], [-0.8, 2.2, -0.8], [-0.3, 0.5, 0.2], [0.1, -0.5, -0.5], [1.0, 0.0, 1.2], [-1.2, -0.7, -0.2]], "mulliken_charge": [-1.01, 0.31, -1.13, 0.07, -0.29, 0.17, -0.53, 0.35, 0.38, 0.31, 0.32, 0.32, 0.40, 0.32]}

***

{"formula": "C16H39BrO9P", "method": "wB97M-V/def2-TZVPD", "homo_ev": -3.798, "lumo_ev": 2.413, "e_tot_ha": -4225.3874, "homo_lumo_gap_ev": 6.21, "charge": -1, "symbols": ["O", "C", "Br", "C", "C", "C", "O", "P", "O", "H", "H", "H", "H", "H", "H", "H", "H", "H", "C", "O", "C", "C", "O", "C", "H", "H", "H", "H", "H", "H", "H", "H", "H", "H", "C", "O", "C", "C", "O", "C", "H", "H", "H", "H", "H", "H", "H", "H", "H", "H", "C", "O", "C", "C", "O", "C", "H", "H", "H", "H", "H", "H", "H", "H", "H", "H"], "coordinates": [[-4.85779, 0.86445, 3.65892], [-5.51540, -0.07670, 3.69645], [-7.45524, 0.09260, 4.13857], [-5.03940, -1.51245, 3.45410], [-3.50997, -1.65908, 3.30071], [-2.77933, -0.94655, 2.10772], [-1.41078, -1.38337, 2.24389], [-1.36582, -2.90314, 3.13149], [-3.10425, -3.00869, 3.25537], [-5.62211, -1.94910, 2.61506], [-5.33055, -2.10743, 4.34715], [-3.09195, -1.13186, 4.18788], [-3.22745, -1.03470, 1.08988], [-2.67621, 0.14888, 2.28954], [0.08510, -2.82001, 3.02901], [-1.20331, -2.17825, 4.38538], [-1.30011, -4.14529, 3.89197], [-1.28429, -3.74072, 1.93534], [-3.47607, -3.00919, -1.43958], [-3.05178, -1.75468, -1.95144], [-1.63790, -1.67391, -2.08409], [-1.20773, -1.85245, -3.52765], [-1.45888, -3.17779, -3.98893], [-2.61405, -3.26036, -4.80141], [-4.55785, -3.08004, -1.56071], [-3.01237, -3.84347, -1.97231], [-3.23630, -3.07627, -0.37347], [-1.14328, -2.40219, -1.43527], [-1.34220, -0.67468, -1.75252], [-0.12759, -1.69159, -3.59393], [-1.69799, -1.11644, -4.17319], [-2.41660, -2.81195, -5.78216], [-3.47143, -2.76559, -4.33795], [-2.85362, -4.31482, -4.94075], [2.27304, 1.67742, -2.53915], [0.86436, 1.54467, -2.58459], [0.22420, 2.12362, -1.45033], [-0.38333, 3.47110, -1.78661], [0.62234, 4.44133, -2.06923], [0.77530, 4.67766, -3.45682], [2.67123, 1.40761, -3.51793], [2.57755, 2.70228, -2.30974], [2.68687, 0.99438, -1.79003], [0.92006, 2.20858, -0.61045], [-0.57713, 1.44136, -1.15391], [-0.93864, 3.83193, -0.91610], [-1.08563, 3.38371, -2.62150], [-0.07654, 5.25306, -3.83587], [0.86677, 3.74485, -4.01920], [1.68414, 5.26230, -3.60106], [4.16239, 3.00850, 1.40478], [3.79930, 1.63930, 1.38443], [4.68020, 0.84811, 0.59895], [5.64888, 0.06904, 1.46744], [6.56384, 0.93457, 2.13160], [6.22472, 1.14231, 3.49293], [3.57802, 3.49989, 2.18247], [5.22423, 3.14317, 1.62760], [3.92637, 3.47460, 0.44137], [5.21784, 1.46746, -0.12683], [4.05991, 0.13862, 0.04289], [6.24206, -0.59106, 0.82678], [5.10978, -0.55484, 2.18610], [6.44412, 0.24167, 4.07570], [5.17177, 1.40813, 3.61218], [6.83647, 1.96152, 3.87105]], "atomic_forces_ev_per_a": [[1.1, 2.5, 0.0], [-0.1, -3.0, -0.3], [-0.2, -0.1, 0.0], [-0.5, -0.7, 0.1], [-0.1, 1.0, -0.6], [1.0, 1.2, 0.9], [-2.0, -0.6, -0.6], [3.0, -1.7, 0.4], [-0.7, 1.7, 0.0], [0.3, 0.3, 0.3], [0.0, 0.3, -0.5], [-0.1, -0.4, -0.2], [0.2, -0.6, 0.5], [-0.7, -0.5, 0.0], [0.0, -0.1, 0.1], [-0.8, 0.2, -0.1], [0.2, 0.0, 0.0], [-0.8, 0.5, -0.3], [-0.1, 0.0, 0.2], [0.0, -0.2, -0.2], [-0.2, 0.3, -0.1], [0.3, -0.3, 0.2], [-0.2, 0.1, -0.1], [0.1, -0.1, 0.0], [0.0, 0.1, 0.0], [0.0, 0.0, 0.0], [0.0, -0.1, 0.0], [0.0, 0.0, 0.0], [0.1, 0.0, 0.0], [0.0, 0.1, 0.0], [-0.1, 0.0, 0.0], [-0.1, 0.0, 0.0], [0.0, 0.0, 0.0], [0.1, 0.0, 0.0], [0.0, -0.1, 0.0], [0.1, 0.2, 0.0], [-0.3, -0.2, -0.3], [0.2, 0.1, 0.4], [0.0, -0.1, -0.3], [0.0, 0.1, 0.1], [-0.1, 0.0, 0.0], [0.0, 0.0, 0.0], [0.1, 0.1, 0.0], [0.0, 0.0, 0.0], [0.0, 0.0, 0.1], [0.0, 0.0, 0.0], [0.1, 0.0, 0.0], [0.0, 0.0, -0.1], [0.0, 0.0, 0.0], [0.0, 0.0, 0.1], [-0.1, 0.0, 0.0], [0.3, 0.2, 0.0], [-0.4, -0.2, 0.2], [0.3, 0.2, -0.3], [-0.2, 0.0, 0.1], [0.1, 0.0, 0.0], [-0.1, -0.1, 0.0], [0.0, 0.0, 0.0], [0.1, 0.1, 0.0], [0.1, 0.0, 0.1], [0.0, 0.0, 0.0], [0.0, 0.0, 0.0], [-0.1, 0.1, 0.0], [-0.1, 0.0, 0.1], [0.0, 0.0, 0.0], [0.0, 0.0, -0.1]], "mulliken_charge": [-0.37, 0.57, -0.29, -0.79, 0.00, -0.18, -0.30, -0.27, -0.51, 0.36, 0.35, 0.17, 0.10, 0.24, 0.00, -0.04, 0.02, -0.06, -0.65, -0.41, 0.13, -0.48, -0.40, -0.71, 0.26, 0.33, 0.22, 0.39, -0.17, 0.26, 0.35, 0.32, 0.30, 0.25, -0.50, -0.31, 0.08, -0.64, -0.37, -0.72, 0.31, 0.32, 0.02, 0.12, 0.12, 0.39, 0.32, 0.32, 0.30, 0.25, -0.78, -0.30, -0.29, -0.75, -0.37, -0.69, 0.26, 0.38, 0.26, 0.38, 0.27, 0.39, 0.38, 0.33, 0.29, 0.24]}